Entry 1:
{"formula": "C9H34AgN10O9", "method": "ωB97M-V with the def2-TZVPD basis set", "elements": ["Ag", "O", "O", "O", "O", "O", "O", "O", "O", "O", "N", "N", "N", "N", "N", "N", "N", "N", "N", "N", "C", "C", "C", "C", "C", "C", "C", "C", "C", "H", "H", "H", "H", "H", "H", "H", "H", "H", "H", "H", "H", "H", "H", "H", "H", "H", "H", "H", "H", "H", "H", "H", "H", "H", "H", "H", "H", "H", "H", "H", "H", "H", "H"], "coordinates": [[-0.504, 0.200, -0.680], [3.884, -1.558, 1.687], [-1.944, -4.791, 1.573], [0.415, -0.202, 2.912], [-2.862, -0.917, -1.208], [-0.864, 1.425, 1.212], [1.348, 2.691, 0.256], [0.401, -1.751, -1.662], [2.714, 2.094, -3.276], [-1.522, 2.154, -2.184], [-0.984, 3.880, -0.830], [3.591, -2.457, -0.381], [-1.501, -3.102, 0.090], [-4.998, -1.352, -1.845], [-2.860, 3.993, -2.141], [1.796, -1.669, 0.763], [2.523, 0.367, -1.808], [0.064, -4.684, 0.468], [0.838, 0.761, -3.228], [-4.082, 0.721, -2.159], [3.696, 2.782, 0.446], [2.075, 1.149, -2.820], [2.422, 2.414, 1.178], [-1.193, -4.232, 0.793], [-0.318, -1.680, 4.658], [-0.413, -0.292, 4.051], [3.136, -1.872, 0.768], [-1.773, 3.283, -1.743], [-3.913, -0.530, -1.693], [-0.813, 1.827, 2.083], [0.688, -4.046, 0.009], [2.325, 3.047, 2.066], [-4.891, -2.265, -1.443], [2.908, -2.583, -1.113], [-0.025, 3.559, -0.759], [4.549, -2.346, -0.654], [2.321, 1.363, 1.455], [0.537, 2.317, 0.682], [-0.073, 0.289, 2.200], [-1.339, 4.673, -0.330], [1.397, -1.121, 1.512], [-3.254, 1.308, -2.170], [-0.659, -1.670, 5.698], [1.223, -1.928, -0.035], [2.019, -0.497, -1.653], [0.367, -5.585, 0.781], [3.610, 2.510, -0.602], [-4.974, 1.000, -2.520], [-0.919, -2.389, 4.087], [-0.871, -2.633, -0.565], [4.591, 2.353, 0.903], [-1.460, -0.048, 3.851], [-0.014, 0.432, 4.777], [-5.840, -1.016, -2.267], [-2.438, -2.763, 0.210], [-3.103, 4.715, -1.484], [0.704, -2.056, 4.704], [-0.259, -2.245, -2.159], [0.614, -0.222, -3.128], [0.195, 1.354, -3.714], [-3.562, 3.529, -2.684], [3.454, 0.448, -1.447], [3.820, 3.865, 0.515]], "nbo_charge": [0.921, -0.692, -0.697, -0.794, -0.687, -1.308, -0.819, -1.333, -0.696, -0.728, -0.816, -0.870, -0.871, -0.854, -0.835, -0.891, -0.858, -0.863, -0.887, -0.860, -0.632, 0.779, -0.060, 0.778, -0.626, -0.055, 0.769, 0.788, 0.783, 0.450, 0.399, 0.144, 0.412, 0.392, 0.460, 0.391, 0.190, 0.513, 0.512, 0.377, 0.436, 0.440, 0.186, 0.420, 0.420, 0.392, 0.231, 0.371, 0.215, 0.424, 0.203, 0.164, 0.138, 0.382, 0.402, 0.380, 0.215, 0.449, 0.421, 0.407, 0.393, 0.396, 0.190], "energy_ha": -1735.27245, "homo_ev": -5.766, "homo_lumo_gap_ev": 7.93, "charge": -1, "spin_multiplicity": 1}


Entry 2:
{"formula": "C19H32N2O5", "method": "ωB97M-V with the def2-TZVPD basis set", "elements": ["O", "O", "O", "O", "O", "N", "N", "C", "C", "C", "C", "C", "C", "C", "C", "C", "C", "C", "C", "C", "C", "C", "C", "C", "C", "C", "H", "H", "H", "H", "H", "H", "H", "H", "H", "H", "H", "H", "H", "H", "H", "H", "H", "H", "H", "H", "H", "H", "H", "H", "H", "H", "H", "H", "H", "H", "H", "H"], "coordinates": [[-0.533, -4.355, -3.626], [1.392, -1.187, 0.740], [0.859, -0.259, -3.566], [-2.657, -2.384, 1.805], [-2.790, -0.578, -2.912], [-2.450, -2.011, -1.205], [1.799, 0.880, -0.092], [-1.976, -3.475, -5.433], [2.740, -0.275, -2.071], [-1.220, 0.091, -0.561], [-0.423, 0.386, 0.752], [2.995, 0.497, -0.795], [-1.103, -0.444, 1.844], [1.944, 0.521, -3.100], [-2.247, -0.992, -0.194], [-2.617, -2.910, -3.445], [-2.648, -1.726, -2.514], [0.619, -3.563, -1.611], [4.139, 1.467, -0.717], [-1.239, -3.244, -4.106], [4.187, 0.167, 0.041], [-1.704, -1.621, 1.087], [0.047, 0.475, -4.461], [-3.185, -2.706, -4.861], [0.729, -4.083, -3.029], [1.005, -0.058, 0.506], [-3.488, -1.897, 1.827], [-1.506, -3.101, -6.342], [-3.168, -1.647, -5.114], [2.169, -1.172, -1.819], [-2.338, -2.973, -0.929], [-2.999, -3.815, -2.969], [1.550, 1.446, -2.654], [-3.208, -0.510, 0.034], [2.571, 0.824, -3.949], [1.606, -3.467, -1.157], [3.693, -0.606, -2.487], [-0.371, 1.362, -3.971], [4.761, 1.574, -1.596], [0.031, -4.251, -0.999], [1.283, -3.371, -3.653], [0.619, 0.790, -5.341], [-0.559, -0.278, -1.349], [-1.707, 0.977, -0.958], [4.842, -0.615, -0.317], [4.055, 0.201, 1.112], [-0.899, -2.311, 0.823], [0.151, -2.579, -1.586], [-4.176, -3.109, -5.055], [-0.598, -2.357, -4.132], [1.264, -5.033, -3.047], [-0.777, -0.164, -4.766], [-0.441, 1.452, 0.985], [1.365, 1.752, -0.346], [-0.408, -0.772, 2.615], [-1.905, 0.129, 2.318], [-2.184, -4.540, -5.545], [3.992, 2.374, -0.148]], "nbo_charge": [-0.535, -0.633, -0.552, -0.709, -0.650, -0.612, -0.628, -0.421, -0.429, -0.403, -0.315, 0.103, -0.422, -0.056, -0.069, -0.339, 0.691, -0.647, -0.419, 0.120, -0.398, 0.095, -0.248, -0.397, -0.060, 0.708, 0.463, 0.204, 0.226, 0.241, 0.408, 0.220, 0.152, 0.186, 0.169, 0.225, 0.212, 0.171, 0.215, 0.206, 0.167, 0.164, 0.232, 0.233, 0.218, 0.230, 0.201, 0.211, 0.209, 0.189, 0.184, 0.203, 0.216, 0.393, 0.237, 0.204, 0.213, 0.218], "energy_ha": -1228.87504, "homo_ev": -9.236, "homo_lumo_gap_ev": 9.90, "spin_multiplicity": 1, "de_lowest_kj_mol": 366.01, "smiles": "CCO[C@H]1CC[C@@H]1C(=O)N[C@@H]1C[C@H](C(=O)NC2(CCOC)CC2)C[C@H]1O"}